[1]
This record from OMol25 describes a cluster of 5 separate species, C8H24ClO4S in total in a non-equilibrium geometry. The level of theory is ωB97M-V/def2-TZVPD.

XYZ file:
```
38
Properties=species:S:1:pos:R:3:forces:R:3:nbo_charge:R:1
Cl 1.327471 0.673136 1.130529 -0.290 -0.018 -0.538 -0.8626
C -1.584114 -3.560222 2.280475 1.576 0.266 2.589 -0.6048
C -0.639841 -2.759922 1.380782 0.823 1.850 9.693 -0.0615
O -0.771012 -1.473314 1.886319 1.365 3.205 -1.222 -0.7908
H -1.176047 -3.435568 3.499732 -1.688 -0.045 -3.601 0.1896
H -1.185230 -4.495222 2.010378 -0.512 -2.244 0.081 0.1851
H -2.682311 -3.460912 2.091384 1.133 0.030 0.399 0.2263
H -0.794411 -2.959948 0.480190 -1.670 -0.996 -8.205 0.1424
H 0.365456 -3.037460 1.645345 0.716 -0.780 -0.209 0.1576
H -0.300047 -0.733502 1.351560 -0.083 -1.703 1.320 0.5010
C 0.368156 -1.041398 -3.841096 1.430 0.960 0.101 -0.6265
C 0.427044 -1.030617 -2.245997 4.066 1.250 -2.520 -0.0518
O 0.037120 0.218706 -1.836409 0.428 0.460 3.011 -0.7775
H -0.689540 -1.204010 -3.903827 -0.632 0.309 -1.407 0.2034
H 0.894933 -1.929712 -4.143204 -0.033 -0.653 -0.321 0.1916
H 0.873347 -0.169907 -4.633740 -1.767 -2.029 3.088 0.2054
H 1.458121 -1.296092 -1.869962 -0.359 0.667 -0.486 0.1489
H -0.078719 -1.850709 -1.847672 -1.972 -1.424 0.372 0.1427
H 0.287563 0.232098 -0.823126 -0.191 0.716 -2.141 0.5101
C 4.242138 4.537589 0.773889 -0.317 0.462 -1.468 -0.6587
C 3.986972 3.476048 -0.392941 -3.962 0.634 6.582 -0.0508
O 4.123321 2.177838 0.008038 8.015 0.826 2.315 -0.7153
H 3.986600 5.554008 0.413961 0.239 -0.322 -0.441 0.1912
H 5.366027 4.582512 0.898207 -1.390 -0.286 0.871 0.2057
H 3.508860 4.513510 1.648254 1.609 -0.938 -0.798 0.2310
H 4.572201 3.487838 -1.132607 4.873 1.833 -5.893 0.1478
H 3.003653 3.394028 -0.722930 -2.110 1.753 -0.937 0.1655
H 3.370902 1.778416 -0.071176 -6.992 -4.049 -0.108 0.4784
C -4.037096 0.407429 1.539346 -1.582 -2.847 1.815 -0.8264
S -3.086145 -0.988306 0.901634 -3.264 -0.908 0.712 1.3091
O -4.166530 -1.806796 0.259141 0.105 -0.606 -0.811 -1.0386
C -2.226892 -0.091287 -0.316301 -1.388 2.752 -1.837 -0.8868
H -4.746490 0.849709 0.898634 -0.202 0.825 -1.063 0.2232
H -3.278562 0.854604 1.997943 3.328 3.803 0.940 0.2214
H -4.532799 0.211827 2.540438 -0.146 -0.999 -1.351 0.2225
H -3.070446 0.635340 -0.849752 2.497 -1.376 1.397 0.2231
H -1.825041 -0.654793 -1.152929 -0.321 -0.617 0.392 0.2656
H -1.328613 0.395059 0.147488 -1.333 0.241 -0.320 0.2633
```
Positions in Å, forces in eV/Å.

The energy relative to the best compared isomer or geometry (same formula, charge and spin) is 68.8 kcal/mol. The charge is -1.

---

[2]
This record from OMol25 describes a structure of composition C8H24HgO12S in a non-equilibrium geometry. The level of theory is ωB97M-V/def2-TZVPD.

XYZ file:
```
46
Properties=species:S:1:pos:R:3:forces:R:3:nbo_charge:R:1
Hg 5.811401 25.296674 10.417812 0.190 -0.361 0.072 1.6863
S 7.033511 21.884702 10.374998 0.125 -0.817 0.089 2.5873
O 8.193549 21.876583 11.282967 -0.239 -0.007 -0.205 -1.0641
O 6.531887 23.314112 10.367642 -0.200 1.031 0.135 -1.2782
O 7.392409 21.610504 8.968565 -0.080 -0.020 0.323 -1.0715
O 5.896874 21.082069 10.858602 0.333 0.083 -0.234 -1.0610
C 2.740971 24.258298 9.417182 0.624 0.155 0.035 -0.0898
C 2.688606 25.772937 9.601652 -0.662 -0.159 -0.414 -0.0851
O 3.929654 26.418330 9.302831 -0.471 0.050 0.464 -0.7605
O 3.888007 23.752717 10.086518 -0.806 0.359 -0.029 -0.7609
H 2.819356 24.060220 8.343360 -0.147 -0.148 0.025 0.1739
H 1.826385 23.825235 9.829503 -0.094 -0.018 -0.157 0.1837
H 2.350156 26.061281 10.598701 0.398 -0.080 0.142 0.1694
H 1.906184 26.136476 8.927501 0.083 0.051 0.012 0.1880
H 3.877690 26.841159 8.441792 0.240 -0.143 -0.097 0.5064
H 4.055543 22.819616 9.887184 0.333 -0.068 0.229 0.5324
C 4.957199 25.043825 13.699062 0.245 -0.485 0.772 -0.0888
C 6.173396 24.198527 13.394598 -0.499 -0.046 -0.473 -0.1090
O 7.096548 24.994607 12.657366 0.179 0.305 0.360 -0.7638
O 4.401232 25.598068 12.496145 0.060 0.062 0.510 -0.7638
H 5.179671 25.822207 14.439469 0.104 0.203 -0.357 0.1678
H 4.245009 24.369569 14.186220 -0.144 0.052 -0.201 0.1862
H 5.858915 23.340245 12.789542 0.176 -0.033 0.004 0.2300
H 6.608409 23.830527 14.323942 0.007 0.072 0.079 0.1896
H 7.870542 24.440857 12.486274 -0.089 -0.215 -0.325 0.5145
H 3.487417 25.810162 12.703657 -0.073 0.034 -0.300 0.4894
C 4.831805 29.512446 10.750135 -0.280 0.548 0.007 -0.0870
C 5.721225 28.570316 11.513805 0.094 0.411 -0.068 -0.0971
O 6.395601 27.674726 10.622752 -0.130 -0.130 0.044 -0.7614
O 5.523102 30.423051 9.906730 -0.023 -0.338 -0.164 -0.7100
H 4.224052 30.085514 11.464789 0.073 -0.155 0.115 0.1677
H 4.132735 28.956803 10.125692 0.104 -0.066 -0.099 0.1870
H 5.121485 28.022218 12.240146 0.105 -0.197 -0.019 0.1975
H 6.467915 29.162521 12.052775 -0.018 -0.110 0.125 0.1726
H 7.344964 27.743609 10.759730 0.070 -0.257 -0.023 0.5066
H 6.362607 30.662424 10.308402 -0.003 0.069 0.084 0.4627
C 8.143629 25.635245 8.201092 -0.319 -0.204 0.445 -0.0951
C 7.296384 24.588400 7.514229 0.265 -0.684 -0.193 -0.1230
O 5.961783 24.568905 8.026379 0.065 0.523 -0.843 -0.7698
O 8.099220 25.463973 9.639841 0.767 0.463 -0.821 -0.7767
H 7.800584 26.651554 8.009127 0.048 0.027 -0.042 0.1791
H 9.171400 25.494299 7.867433 0.037 0.278 -0.152 0.1928
H 7.756389 23.605135 7.676869 -0.146 0.030 0.216 0.2392
H 7.286408 24.737463 6.428997 -0.011 0.296 0.049 0.1742
H 5.685891 23.644302 8.002381 0.118 -0.124 0.443 0.5141
H 8.523725 24.605834 9.795138 -0.407 -0.236 0.437 0.5182
```
Positions in Å, forces in eV/Å.

The energy relative to the best compared isomer or geometry (same formula, charge and spin) is 13.9 kcal/mol.

---

[3]
This record from OMol25 describes a cluster of 6 separate species, C8H24N2O10 in total in a non-equilibrium geometry. The level of theory is ωB97M-V/def2-TZVPD.

XYZ file:
```
44
Properties=species:S:1:pos:R:3:forces:R:3:nbo_charge:R:1
C 0.689467 3.163317 2.291464 -0.086 0.247 -0.484 -0.4907
N 0.333682 4.284138 3.191605 0.278 0.250 0.474 0.5328
O -0.441460 5.122670 2.798171 -0.277 0.081 -0.404 -0.3743
O 0.828865 4.277116 4.299417 0.130 -0.127 0.116 -0.3791
H 1.642146 2.763385 2.613096 -0.152 -0.244 0.193 0.2329
H 0.769734 3.535695 1.272883 -0.099 0.097 0.035 0.2447
H -0.154656 2.481634 2.356714 0.212 -0.241 0.028 0.2289
C -2.989170 -3.420081 -2.163164 0.232 -0.270 -0.265 -0.4869
N -3.945100 -2.727009 -1.281591 -0.340 -0.584 0.730 0.5340
O -4.035360 -3.087355 -0.132437 0.161 -0.168 0.397 -0.3599
O -4.617665 -1.855618 -1.775977 -0.128 0.555 -0.509 -0.3906
H -2.307610 -2.633665 -2.480955 -0.052 -0.277 -0.484 0.2327
H -3.589842 -3.887127 -2.940994 0.178 0.481 -0.348 0.2383
H -2.462319 -4.226726 -1.666271 -0.042 0.266 0.501 0.2329
C -3.306943 0.712380 -0.360162 0.410 0.632 0.230 -0.2603
O -2.498136 -0.113183 0.495819 -0.703 -0.200 0.090 -0.4784
C -1.229046 0.187902 0.529644 -0.024 -0.625 -0.191 1.0017
O -0.686435 0.969660 -0.201155 0.319 0.951 -0.440 -0.7006
O -0.629832 -0.558171 1.438108 0.037 0.069 0.180 -0.4778
C 0.724824 -0.252519 1.693932 1.569 -0.375 0.348 -0.2785
H -3.106044 1.761225 -0.129741 -0.185 -0.056 0.165 0.1921
H -4.322579 0.442368 -0.106429 -0.100 -0.054 -0.361 0.2182
H -3.028277 0.599162 -1.405566 -0.260 -0.425 -0.017 0.1963
H 0.826274 0.034588 2.739307 -0.088 0.001 -0.006 0.1954
H 1.195442 0.503104 1.062078 -0.700 0.199 -0.032 0.2038
H 1.346969 -1.133275 1.518925 -0.353 -0.214 0.155 0.2003
C 0.242210 3.718197 -1.923754 -0.842 -0.129 0.319 -0.2445
O 1.101337 2.767968 -1.330905 0.461 0.106 0.056 -0.7550
H -0.214135 4.359380 -1.158190 0.012 0.070 -0.105 0.1566
H 0.755923 4.363848 -2.631779 0.373 -0.207 0.075 0.1827
H -0.574709 3.214462 -2.456578 0.046 0.110 -0.049 0.1585
H 0.565555 2.190144 -0.766162 -0.001 0.081 -0.351 0.4925
C 1.478477 -0.917064 -1.865624 -0.765 -0.513 -0.186 -0.2437
O 2.474942 -1.936507 -1.897218 -0.226 0.230 -0.322 -0.7223
H 0.475541 -1.364228 -1.747616 0.179 0.039 0.342 0.1424
H 1.676726 -0.266311 -1.019975 0.064 0.114 -0.221 0.1856
H 1.386776 -0.364655 -2.806954 0.512 0.256 0.216 0.1752
H 2.362566 -2.373017 -2.748368 0.247 -0.139 0.147 0.4628
C 3.850708 -3.024712 1.398416 -0.358 -0.219 0.306 -0.2489
O 4.262949 -4.233334 2.035090 0.045 0.187 0.052 -0.7261
H 4.690491 -2.515982 0.925328 -0.033 -0.079 -0.170 0.1726
H 3.050704 -3.232038 0.686149 0.167 0.212 -0.241 0.1748
H 3.430875 -2.360764 2.158383 0.124 -0.024 0.061 0.1627
H 3.976133 -4.969006 1.493022 0.060 -0.061 -0.028 0.4657
```
Positions in Å, forces in eV/Å.

---

Number 1: lowest unoccupied orbital energy 0.114 Ha, HOMO-LUMO gap 8.164 eV. Number 2: lowest unoccupied orbital energy -0.015 Ha, HOMO-LUMO gap 6.796 eV. Number 3: lowest unoccupied orbital energy 0.002 Ha, HOMO-LUMO gap 10.251 eV.